(1)
Entry from the OMol25 dataset: an isolated molecule of C3H6N4 in a non-equilibrium geometry (the ωB97M-V functional and the def2-TZVPD basis).

Results
- Multiplicity: 1
- LUMO energy (alpha / beta): 0.20 / 0.20 eV
- E_HOMO (alpha / beta): -8.3 / -8.3 eV
- Energy above the lowest of the compared OMol25 structures with the same formula, charge and spin: 134.6 kcal per mole
- Orbital gap (alpha / beta): 8.505 / 8.506 eV
- Charge: 0
- Maximum force: 3.5 eV/A
- E_tot: -9163.0173 eV

Positions of all 13 atoms, in Å:
C1 -0.107 -0.127 1.258
C2 1.020 1.477 -0.423
C3 -1.441 -1.240 -0.538
N1 2.179 0.823 0.251
N2 2.080 0.135 1.171
N3 -0.446 -0.313 -0.008
N4 0.056 0.600 -0.948
H1 -0.446 -0.814 1.985
H2 0.607 1.965 0.449
H3 1.464 2.090 -1.274
H4 -2.261 -0.777 -1.037
H5 -1.080 -1.953 -1.272
H6 -1.625 -1.867 0.386

Forces on the atoms, in the same order (eV/Å):
1.31 0.77 -1.43
-2.24 0.19 -2.72
0.74 -1.95 1.83
1.88 -1.48 1.67
-1.63 0.10 -1.07
1.49 3.21 0.08
0.67 -1.54 0.10
-0.46 -1.10 0.48
-0.13 0.76 0.67
-0.92 -0.59 1.39
-0.75 0.73 0.36
0.85 0.21 -0.11
-0.82 0.69 -1.25



(2)
Entry from the OMol25 dataset: an isolated molecule of C4H6N4O2 in a non-equilibrium geometry (the ωB97M-V functional and the def2-TZVPD basis).

Results
- Multiplicity: 1
- LUMO energy: 0.17 eV
- E_HOMO: -9.1 eV
- Energy above the lowest of the compared OMol25 structures with the same formula, charge and spin: 76.2 kcal per mole
- Orbital gap: 9.282 eV
- Charge: 0
- SMILES: [H]/N=C(/O)c1nc(NC)no1
- Maximum force: 2.2 eV/A
- E_tot: -14299.2426 eV

Positions of all 16 atoms, in Å:
H1 -1.802 1.231 2.497
N1 -1.354 0.678 3.227
C1 -0.572 -0.189 2.734
O1 0.215 -0.934 3.504
C2 -0.154 -0.221 1.306
N2 -0.685 0.445 0.334
C3 0.052 0.020 -0.748
N3 -0.184 0.449 -1.994
C4 0.581 -0.020 -3.126
N4 0.996 -0.851 -0.432
O2 0.859 -0.984 0.945
H2 0.637 -0.325 4.156
H3 -0.927 1.120 -2.120
H4 0.208 0.473 -4.029
H5 1.649 0.218 -3.007
H6 0.482 -1.109 -3.248

Forces on the atoms, in the same order (eV/Å):
0.10 -0.12 -0.04
-0.02 -0.61 -0.40
0.05 2.20 -0.18
1.25 -0.18 1.14
-0.56 -0.20 -0.41
-0.29 0.03 -0.05
0.41 -0.47 0.78
-0.32 0.38 -0.35
0.20 -0.12 -0.21
-0.13 0.41 -0.57
-0.05 -0.32 0.29
-0.72 -0.87 -0.32
0.21 -0.22 0.10
0.10 -0.13 0.22
-0.28 -0.09 -0.04
0.05 0.29 0.04



(3)
Entry from the OMol25 dataset: a structure of composition C3H4NO3 in a non-equilibrium geometry (the ωB97M-V functional and the def2-TZVPD basis).

Results
- Multiplicity: 1
- LUMO energy: 4.05 eV
- E_HOMO: -3.4 eV
- Energy above the lowest of the compared OMol25 structures with the same formula, charge and spin: 66.8 kcal per mole
- Orbital gap: 7.418 eV
- Charge: -1
- Maximum force: 5.7 eV/A
- E_tot: -10808.2894 eV

Positions of all 11 atoms, in Å:
C1 1.047 0.590 -0.695
C2 -2.328 0.825 0.494
C3 -1.021 -0.491 -0.046
N1 -0.092 0.095 -0.952
O1 -2.160 1.133 1.609
O2 -3.102 0.961 -0.451
O3 -0.435 -1.264 1.007
H1 1.711 1.106 -1.529
H2 1.658 0.551 0.231
H3 -1.718 -1.127 -0.539
H4 -0.423 -0.604 1.698

Forces on the atoms, in the same order (eV/Å):
1.57 0.29 -1.11
0.55 -2.79 -4.91
-0.02 0.80 -0.01
-0.13 0.72 0.05
0.52 1.38 3.94
0.24 0.36 0.79
-0.17 0.87 -0.20
-1.71 -0.95 1.21
-0.78 -0.27 0.08
-0.17 -0.52 -0.78
0.10 0.10 0.92



(4)
Entry from the OMol25 dataset: a structure of composition C5H10O3V in a non-equilibrium geometry (the ωB97M-V functional and the def2-TZVPD basis).

Results
- Multiplicity: 5
- LUMO energy (alpha / beta): -6.46 / -6.04 eV
- E_HOMO (alpha / beta): -9.9 / -12.0 eV
- Energy above the lowest of the compared OMol25 structures with the same formula, charge and spin: 114.8 kcal per mole
- Orbital gap (alpha / beta): 3.394 / 5.914 eV
- Charge: +1
- Expectation value of S²: 6.10
- Maximum force: 1.1 eV/A
- E_tot: -37162.6041 eV

Positions of all 19 atoms, in Å:
C1 2.493 -1.566 -0.791
O1 2.199 -0.285 -0.321
C2 2.240 0.719 -1.326
H1 2.390 -2.271 0.045
H2 1.810 -1.868 -1.605
H3 3.531 -1.623 -1.182
H4 1.891 1.652 -0.856
H5 1.547 0.461 -2.153
V1 4.139 0.991 -2.052
O2 -4.642 -0.348 1.333
C3 -3.561 0.148 1.531
C4 -2.707 0.714 0.414
O3 -1.482 1.224 0.882
C5 -0.495 0.323 1.104
H6 -3.137 0.242 2.557
H7 -3.260 1.547 -0.046
H8 -2.555 -0.059 -0.359
H9 0.362 0.734 1.638
H10 -0.764 -0.734 1.187

Forces on the atoms, in the same order (eV/Å):
-0.19 -0.58 -0.35
0.44 1.01 -0.21
-0.80 -0.45 0.37
0.14 0.26 -0.30
0.18 0.07 0.24
-0.03 -0.12 0.07
0.04 -0.20 -0.11
0.17 0.12 0.12
0.13 -0.16 0.16
0.67 0.28 0.05
-0.55 -0.27 0.20
-0.33 -0.11 -0.47
0.32 0.20 0.11
-0.08 -0.17 0.24
-0.05 -0.01 -0.22
0.19 -0.24 0.15
-0.04 0.18 0.21
-0.31 -0.16 -0.21
0.10 0.34 -0.06



(5)
Entry from the OMol25 dataset: a cluster of 2 separate species, C3H10NO in total in a non-equilibrium geometry (the ωB97M-V functional and the def2-TZVPD basis).

Results
- Multiplicity: 1
- LUMO energy: -5.58 eV
- E_HOMO: -15.1 eV
- Energy above the lowest of the compared OMol25 structures with the same formula, charge and spin: 58.3 kcal per mole
- Orbital gap: 9.492 eV
- Charge: +1
- Maximum force: 6.2 eV/A
- E_tot: -6801.7821 eV

Positions of all 15 atoms, in Å:
C1 1.738 1.470 -1.405
O1 1.571 0.588 -0.216
H1 1.366 0.924 -2.298
H2 2.829 1.637 -1.476
H3 1.083 2.372 -1.237
H4 1.894 0.993 0.630
C2 -0.793 -1.946 0.711
C3 -1.954 0.262 0.795
N1 -0.813 -0.398 0.697
H5 -0.725 -2.276 -0.327
H6 0.179 -2.190 1.122
H7 -1.564 -2.387 1.250
H8 -2.603 -0.087 1.563
H9 -2.169 0.917 0.071
H10 -0.039 0.124 0.119

Forces on the atoms, in the same order (eV/Å):
-0.26 -0.11 1.15
-0.46 0.39 0.17
0.33 0.17 0.80
-0.81 0.44 -0.30
1.13 -0.63 -0.39
-0.13 -0.13 -1.49
3.10 2.02 -0.11
3.53 -4.62 2.17
-2.16 0.82 -2.01
-0.51 0.37 -0.01
-0.01 -0.32 0.36
-1.51 -0.38 0.91
-1.12 -0.30 -0.02
-0.61 3.66 -1.79
-0.50 -1.38 0.58



(6)
Entry from the OMol25 dataset: a cluster of 3 separate species, C19H35IN3O2 in total in a non-equilibrium geometry (the ωB97M-V functional and the def2-TZVPD basis).

Results
- Multiplicity: 1
- LUMO energy: -2.68 eV
- E_HOMO: -11.7 eV
- Orbital gap: 9.034 eV
- Charge: +1
- Maximum force: 2.3 eV/A
- E_tot: -36929.0876 eV

Positions of all 60 atoms, in Å:
C1 4.845 2.135 -1.089
C2 4.189 1.129 -1.109
C3 3.424 -0.127 -1.321
C4 2.065 -0.097 -0.562
C5 0.876 -0.646 -1.407
N1 -0.078 0.452 -1.578
C6 -1.279 0.555 -1.142
C7 -2.064 -0.470 -0.357
C8 -1.910 1.899 -1.478
C9 -0.666 2.805 -1.864
C10 -0.308 3.585 -0.588
C11 0.757 4.684 -0.756
C12 2.022 4.263 -1.519
I1 1.894 4.759 -3.627
C13 0.245 1.675 -2.348
H1 5.355 3.053 -1.253
H2 4.019 -0.957 -0.947
H3 3.228 -0.214 -2.389
H4 2.129 -0.612 0.395
H5 1.856 0.946 -0.313
H6 1.200 -1.038 -2.367
H7 0.378 -1.415 -0.817
H8 -1.839 -1.478 -0.712
H9 -3.113 -0.291 -0.594
H10 -1.905 -0.402 0.718
H11 -2.738 1.868 -2.183
H12 -2.297 2.190 -0.493
H13 -1.003 3.389 -2.715
H14 -1.228 4.092 -0.282
H15 -0.069 2.899 0.231
H16 0.324 5.580 -1.199
H17 1.077 4.975 0.250
H18 2.855 4.861 -1.153
H19 2.309 3.227 -1.374
H20 -0.151 1.423 -3.346
H21 1.293 1.865 -2.571
C14 -0.800 1.456 3.702
O1 -1.126 1.577 2.531
N2 -0.253 0.353 4.236
C15 0.114 0.276 5.641
C16 -0.020 -0.799 3.382
H22 -0.936 2.270 4.430
H23 1.184 0.084 5.732
H24 -0.438 -0.532 6.122
H25 -0.121 1.212 6.143
H26 0.649 -0.524 2.564
H27 -0.965 -1.139 2.954
H28 0.425 -1.604 3.958
C17 -1.273 -4.425 0.407
O2 -0.216 -3.840 0.247
N3 -1.893 -5.182 -0.513
C18 -3.161 -5.838 -0.246
C19 -1.268 -5.351 -1.816
H29 -1.826 -4.369 1.360
H30 -3.048 -6.917 -0.354
H31 -3.915 -5.485 -0.953
H32 -3.495 -5.618 0.765
H33 -0.283 -5.804 -1.698
H34 -1.143 -4.379 -2.295
H35 -1.887 -5.987 -2.442

Forces on the atoms, in the same order (eV/Å):
-0.42 -0.20 -0.30
0.04 -0.42 -0.40
-0.14 0.84 1.00
0.15 0.25 -0.56
0.25 0.35 1.54
-0.30 0.67 0.03
-1.21 -0.23 0.33
0.27 -0.06 -1.16
1.38 -0.28 1.35
-1.52 -1.48 0.87
0.16 0.70 -0.85
0.24 -0.61 0.29
-0.08 0.84 0.30
0.10 -0.39 0.39
-0.04 0.09 -2.17
0.17 0.04 0.31
0.06 -0.18 -0.37
0.25 -0.21 -0.06
0.03 -0.17 -0.12
-0.09 -0.07 0.01
-0.17 0.09 -0.12
-0.07 -0.20 -0.36
0.17 0.00 0.24
-0.04 0.07 0.28
0.13 0.24 -0.02
0.10 -0.28 -0.15
-0.36 0.32 -0.26
0.53 0.47 0.12
0.03 -0.10 0.09
0.15 -0.08 -0.12
-0.01 -0.06 -0.10
-0.03 0.02 -0.04
0.03 0.00 -0.24
-0.10 -0.03 -0.24
0.22 0.13 -0.02
0.14 -0.16 0.82
0.06 -0.01 0.20
0.00 -0.15 -0.36
-0.04 0.12 0.04
0.02 -0.17 -0.16
-0.10 0.20 -0.09
0.00 0.00 0.00
-0.01 0.01 0.10
0.04 0.03 0.09
-0.02 0.02 -0.05
0.00 -0.09 -0.02
0.05 -0.08 -0.02
0.00 0.02 0.04
-0.27 -0.10 0.16
0.12 0.26 -0.24
0.00 0.08 0.09
0.15 -0.02 -0.18
0.12 0.10 0.14
-0.02 -0.05 0.00
-0.10 -0.01 0.03
-0.06 -0.06 0.05
0.04 0.02 0.01
0.00 0.01 -0.08
0.03 -0.05 -0.07
-0.04 0.00 0.04